Density functional theory data (ωB97M-V with the def2-TZVPD basis set) for C27H35CdN5O3P2 as an isolated structure.

Properties
Kohn-Sham gap = 4.5 eV
E = -65291.663 eV
Energy relative to the best compared isomer or geometry (same formula, charge and spin) = 0.0000 eV

Each line ends with the Mulliken charge.
Element x y z (Å)
Cd -0.08935 -2.71036 2.15624  1.05
C -0.65308 2.33587 4.83089  -0.65
C -1.37623 2.28095 3.69671  -0.86
C -0.80247 1.89727 2.35057  -0.06
C 0.56511 1.15036 2.35742  0.82
C 1.86590 1.93949 2.21974  -0.39
C 2.14276 3.10319 2.79482  -0.45
C 1.21144 3.82317 3.71853  -0.79
C 0.62583 3.09316 4.97951  -0.57
C 1.47679 -2.84722 3.77906  -1.07
H -1.04682 1.90312 5.74787  0.38
H -2.48057 2.35713 3.69660  0.39
H -0.78033 2.73042 1.63218  0.56
H -1.53676 1.17825 1.94887  0.10
H 0.60159 0.55004 3.28743  0.20
H 0.53695 0.40841 1.52711  -0.55
H 2.66713 1.36426 1.72337  0.06
H 3.14903 3.53209 2.67481  0.37
H 0.36122 4.21405 3.15041  0.26
H 1.80111 4.65880 4.12759  0.42
H 1.38576 2.45620 5.43354  0.30
H 0.46410 3.88239 5.73116  0.42
H 0.91041 -2.98193 4.73529  0.30
H 2.29311 -2.11047 3.91956  0.32
H 1.98993 -3.79688 3.54408  0.40
P 1.30929 -1.36775 -1.23350  -0.01
P -2.23451 -0.72017 -1.24901  -0.13
N 2.64129 -0.21026 -1.51534  0.53
N 2.06480 -2.57523 -2.35836  0.45
N -2.34196 0.97592 -1.78731  0.48
N -3.79693 -1.13537 -2.07360  0.27
C 0.24810 -0.59706 -2.56505  -0.56
C -1.14328 -1.25845 -2.63856  -1.17
C 3.63115 0.02012 -0.55268  -0.73
C 4.59505 0.86163 -1.09485  -0.75
C 4.21246 1.15017 -2.44270  -0.81
C 3.00960 0.46881 -2.68147  -0.09
C 2.33610 -3.88699 -1.95996  -0.45
C 2.85138 -4.59176 -3.05305  -0.68
C 2.88966 -3.68165 -4.15939  -0.66
C 2.42529 -2.45408 -3.70516  -0.10
C -2.39237 2.06255 -0.90476  -0.69
C -2.24682 3.24675 -1.61867  -0.67
C -2.13455 2.89783 -3.00365  -0.88
C -2.19102 1.50659 -3.07969  -0.32
C -4.53333 -0.51256 -3.09393  -0.22
C -5.58552 -1.36537 -3.47515  -0.63
C -5.46619 -2.53856 -2.66898  -0.58
C -4.38895 -2.38182 -1.84266  -0.38
H 0.70962 -0.66264 -3.56815  -0.01
H 0.16884 0.47792 -2.32949  0.67
H -1.59046 -1.05356 -3.62663  0.41
H -1.05296 -2.35384 -2.54261  0.60
H 3.54021 -0.43292 0.42322  0.61
H 5.47377 1.22859 -0.58953  0.42
H 4.72488 1.75534 -3.15852  0.47
H 2.40684 0.44235 -3.56614  0.37
H 2.14291 -4.18633 -0.95122  0.40
H 3.15768 -5.61643 -3.06066  0.43
H 3.21020 -3.89309 -5.16880  0.43
H 2.32533 -1.51665 -4.23906  0.19
H -2.57355 1.89203 0.14469  0.69
H -2.21268 4.24796 -1.20744  0.43
H -2.02903 3.57332 -3.84617  0.45
H -2.17450 0.87206 -3.95685  0.55
H -4.28183 0.45490 -3.47896  0.49
H -6.32439 -1.14665 -4.22027  0.44
H -6.13354 -3.40297 -2.71178  0.39
H -3.94951 -3.03795 -1.09121  0.30
O -1.12078 -2.73323 5.65643  -0.65
N -1.14769 -1.50117 5.43938  0.82
O -1.24108 -0.69181 6.40797  -0.59
O -1.06955 -1.04026 4.23594  -0.50